Density functional theory data (wB97M-V/def2-TZVPD) for C10H25ClIN2P2Ru as an isolated structure.

Positions of all 42 atoms, in Å:
C -1.274 0.005 0.306
I 1.030 -0.015 1.726
H -1.903 -0.126 -0.603
H -1.556 0.927 0.819
H -1.548 -0.839 0.960
Ru 0.479 -0.005 -1.135
P 0.310 2.181 -0.410
C 0.008 3.297 1.034
C 2.010 2.605 -0.869
H 2.080 3.667 -1.103
H -0.612 4.031 -1.696
H 2.283 1.993 -1.732
H -0.665 2.481 -2.598
H 0.607 3.001 1.906
H 2.665 2.367 -0.029
C -0.803 2.955 -1.623
H 0.303 4.338 0.815
H -1.840 2.795 -1.298
H -1.058 3.342 1.306
P 0.242 -2.207 -0.352
C -0.068 -3.324 1.090
C -0.906 -2.954 -1.555
H 2.205 -2.061 -1.699
H 1.930 -3.734 -1.067
H 2.589 -2.463 0.013
C 1.921 -2.667 -0.830
H -0.775 -2.475 -2.534
H -0.707 -4.034 -1.614
H 0.217 -4.363 0.846
H -1.137 -3.343 1.354
H -1.935 -2.802 -1.194
H 0.538 -3.028 1.957
Cl 0.667 -0.033 -3.438
N -1.798 -0.869 3.695
C -1.531 -0.698 5.014
C -1.498 0.681 5.187
C -1.713 1.255 3.930
N -1.940 0.295 3.016
H -1.802 -1.742 3.154
H -1.522 -1.544 5.692
H -1.420 1.228 6.098
H -1.700 2.291 3.636

Output
HOMO (alpha / beta) in eV: -17.9857 / -19.3444
LUMO energy (alpha / beta) in eV: -12.2 / -14.2
Energy relative to the best compared isomer or geometry (same formula, charge and spin) in kcal per mole: 78.0
Charge: +3
DFT total energy in eV: -55504.7374
Maximum force in eV/A: 3.80
2S+1: 5